Arrangement A

Formula: C6H7O3
Source: OMol25
Level of theory: ωB97M-V/def2-TZVPD

Geometry as ORCA input:
```
! wB97M-V def2-TZVPD RIJCOSX def2/J DEFGRID3
* xyz -1 1
C -2.34 0.01 -0.38
O -1.19 -0.83 -0.52
C -0.24 -0.46 0.42
C 0.34 0.98 0.23
C 1.87 0.80 0.12
O 2.66 1.72 0.04
C 2.16 -0.58 -0.01
C 1.04 -1.37 0.07
O 0.90 -2.57 -0.12
H -2.52 -0.08 0.66
H -3.12 -0.49 -0.93
H -2.16 1.15 -0.66
H -0.66 -0.54 1.40
H 0.07 1.91 0.86
H 0.03 1.29 -0.78
H 3.16 -0.94 -0.39
*
```

LUMO = 3.678 eV
SMILES string = CO[C@@H]1CC([O-])=CC1=O
HOMO energy = -3.483 eV
Kohn-Sham gap = 7.16 eV

=====

Arrangement B

Formula: C6H7O3
Source: OMol25
Level of theory: ωB97M-V/def2-TZVPD

Geometry as ORCA input:
```
! wB97M-V def2-TZVPD RIJCOSX def2/J DEFGRID3
* xyz -1 1
C 1.11 -0.63 0.18
C -0.28 -0.17 -0.28
C -1.15 0.55 0.75
C -0.83 0.05 2.25
O 0.04 0.67 2.86
O -1.44 -0.95 2.61
C -1.19 -1.09 -1.29
C -0.59 0.29 -1.61
O -0.72 1.25 -2.36
H 0.90 -1.49 0.84
H 1.65 0.20 0.87
H 1.67 -0.94 -0.71
H -0.88 1.65 0.71
H -2.16 0.23 0.67
H -0.84 -2.03 -1.77
H -2.13 -1.02 -0.97
*
```

LUMO = 3.595 eV
SMILES string = C[C@]1(CC(=O)[O-])CC1=O
HOMO energy = -4.200 eV
Kohn-Sham gap = 7.79 eV

=====

Unit: eV. Relative energies: arrangement A 0.000; arrangement B 0.822.

=====

Arrangement A

Formula: C5H11N3
Source: OMol25
Level of theory: ωB97M-V/def2-TZVPD

Geometry as ORCA input:
```
! wB97M-V def2-TZVPD RIJCOSX def2/J DEFGRID3
* xyz 2 1
C -1.57 0.40 -0.39
C -0.11 0.40 0.13
C 0.73 1.36 -0.72
N -0.06 0.76 1.52
C 0.58 -0.41 2.30
N 0.92 -1.35 1.39
C 0.50 -1.00 0.16
N 0.49 -1.82 -0.80
H -2.22 0.05 0.39
H -1.56 -0.09 -1.26
H -1.90 1.50 -0.42
H 0.06 2.15 -1.12
H 1.13 0.83 -1.58
H 1.41 1.79 -0.12
H -0.63 1.43 1.92
H 0.54 -0.46 3.43
H 1.59 -2.13 1.58
H 0.28 -1.58 -1.81
H 0.94 -2.73 -0.81
*
```

LUMO = -10.384 eV
SMILES string = CC1(C)NC=[NH+]C1=[NH2+]
HOMO energy = -19.851 eV
Kohn-Sham gap = 9.47 eV

=====

Arrangement B

Formula: C5H11N3
Source: OMol25
Level of theory: ωB97M-V/def2-TZVPD

Geometry as ORCA input:
```
! wB97M-V def2-TZVPD RIJCOSX def2/J DEFGRID3
* xyz 2 1
H 1.77 -3.01 0.07
N 1.43 -2.07 0.11
C 2.07 -0.98 -0.05
N 1.50 0.35 -0.08
C 0.56 1.26 -0.18
C -0.91 1.35 -0.19
C -1.68 0.16 0.44
N -1.30 -1.17 -0.12
C 1.85 1.79 0.18
H 3.10 -0.76 -0.03
H -1.02 1.62 -1.34
H -1.04 2.38 0.33
H -1.59 0.03 1.43
H -2.70 0.26 0.36
H -1.41 -1.11 -1.11
H -2.00 -1.80 0.15
H -0.29 -1.65 0.16
H 2.45 2.22 -0.60
H 2.09 2.02 1.17
*
```

LUMO = -9.790 eV
SMILES string = [H]/N=C/[N+]1=C(CC[NH3+])C1
HOMO energy = -19.869 eV
Kohn-Sham gap = 10.08 eV

=====

Unit: eV. Relative energies: arrangement A 0.000; arrangement B 1.789.

=====

Arrangement A

Formula: C3H7N2OP
Source: OMol25
Level of theory: ωB97M-V/def2-TZVPD

Geometry as ORCA input:
```
! wB97M-V def2-TZVPD RIJCOSX def2/J DEFGRID3
* xyz 0 1
C -0.48 0.40 2.38
C -0.68 0.19 1.03
C 1.72 0.00 -0.52
N -0.60 1.47 1.71
N -0.58 0.16 -1.86
O -0.26 -2.02 -0.30
P -0.03 -0.56 -0.38
H -0.61 -0.03 3.30
H -2.57 -0.29 0.61
H 2.01 -0.63 -1.47
H 1.82 1.08 -0.66
H 2.41 -0.32 0.37
H -0.87 1.13 -1.88
H -1.27 -0.60 -2.33
*
```

LUMO (spin up / spin down) = -0.128 / -0.130 eV
HOMO energy (spin up / spin down) = -8.937 / -8.931 eV
Kohn-Sham gap (spin up / spin down) = 8.81 / 8.80 eV

=====

Arrangement B

Formula: C3H7N2OP
Source: OMol25
Level of theory: ωB97M-V/def2-TZVPD

Geometry as ORCA input:
```
! wB97M-V def2-TZVPD RIJCOSX def2/J DEFGRID3
* xyz 0 1
C -1.22 0.14 -1.11
P -0.23 0.81 0.24
N 1.19 1.21 -0.61
O -0.87 1.96 0.92
C 0.32 -0.52 1.32
C 0.27 -1.88 0.76
N 1.40 -1.33 0.80
H -1.33 1.13 -1.64
H -0.84 -0.42 -2.01
H -2.13 -0.28 -0.79
H 1.82 0.48 -0.56
H 1.74 2.07 -0.34
H 0.10 -0.57 2.46
H -0.22 -2.81 0.55
*
```

LUMO = 0.625 eV
SMILES string = C[P@@](N)(=O)[C@H]1C=N1
HOMO energy = -9.929 eV
Kohn-Sham gap = 10.55 eV

=====

Unit: eV. Relative energies: arrangement A 3.381; arrangement B 0.000.

=====

Arrangement A

Formula: H18O9
Source: OMol25
Level of theory: ωB97M-V/def2-TZVPD

Geometry as ORCA input:
```
! wB97M-V def2-TZVPD RIJCOSX def2/J DEFGRID3
* xyz 0 1
H 1.33 1.04 -1.02
H -0.17 0.97 -0.81
H -2.69 -0.74 2.76
H -1.79 -0.95 1.55
H -2.90 -1.28 -2.20
H -2.60 -2.35 -1.17
H 2.83 1.13 -1.84
H 3.94 1.99 -1.25
H -0.31 3.39 1.84
H -0.99 2.19 1.18
H 1.69 -1.67 2.07
H 2.78 -2.55 2.66
H 2.09 2.75 0.06
H 1.12 3.72 -0.59
H -3.71 -0.24 -0.82
H -5.19 0.11 -0.71
H 3.86 -4.05 -1.57
H 3.51 -2.70 -0.97
O 0.60 0.41 -0.93
O -2.21 -0.26 2.07
O -3.27 -1.70 -1.42
O 3.14 1.51 -1.01
O -1.00 3.16 1.20
O 2.04 -1.98 2.91
O 1.72 2.99 -0.79
O -4.59 -0.61 -0.93
O 3.21 -3.62 -1.01
*
```

LUMO = 0.133 eV
HOMO energy = -10.405 eV
Kohn-Sham gap = 10.54 eV

=====

Arrangement B

Formula: H18O9
Source: OMol25
Level of theory: ωB97M-V/def2-TZVPD

Geometry as ORCA input:
```
! wB97M-V def2-TZVPD RIJCOSX def2/J DEFGRID3
* xyz 0 1
O 0.19 0.27 -3.08
H 0.47 0.53 -3.98
H -0.32 1.07 -2.85
O -1.93 -0.86 2.75
H -2.81 -1.13 2.91
H -1.68 -1.26 1.89
O 1.43 -1.84 -1.81
H 2.27 -1.49 -1.99
H 0.97 -1.30 -2.47
O -0.99 -2.79 0.69
H -1.14 -1.98 0.25
H -1.07 -3.48 0.01
O 1.97 1.72 -0.76
H 2.34 2.42 -0.28
H 1.33 1.99 -1.47
O -1.74 2.08 2.91
H -1.01 2.16 2.25
H -1.90 1.16 2.79
O 2.01 -1.28 1.05
H 2.32 -2.13 1.29
H 1.45 -1.35 0.30
O -0.47 2.18 0.56
H 0.46 2.03 0.76
H -0.43 3.04 0.06
O -0.85 -0.25 -0.49
H -0.06 -0.23 -1.05
H -0.81 0.70 -0.23
*
```

LUMO = -0.664 eV
SMILES string = O.O.O.O.O.O.O.O.O
HOMO energy = -9.951 eV
Kohn-Sham gap = 9.29 eV

=====

Arrangement C

Formula: H18O9
Source: OMol25
Level of theory: ωB97M-V/def2-TZVPD

Geometry as ORCA input:
```
! wB97M-V def2-TZVPD RIJCOSX def2/J DEFGRID3
* xyz 0 1
O -7.61 -5.46 4.57
H -6.75 -5.07 4.46
H -8.21 -4.84 4.16
O -5.56 -4.10 3.68
H -6.28 -3.74 3.17
H -4.78 -3.68 3.33
O -7.96 -3.25 3.14
H -8.61 -2.65 2.76
H -7.21 -3.19 2.54
O -7.93 -1.96 5.21
H -8.36 -2.81 5.14
H -7.19 -2.01 4.61
O -8.34 -0.08 2.46
H -8.61 -0.43 3.31
H -8.60 -0.74 1.83
O -8.62 -5.41 1.90
H -8.63 -4.55 1.49
H -9.26 -5.35 2.61
O -9.65 -2.07 2.34
H -10.55 -1.82 2.13
H -9.36 -2.59 1.59
O -9.83 -1.10 4.34
H -9.77 -1.51 3.48
H -9.29 -1.65 4.91
O -6.66 -2.83 1.33
H -7.08 -2.78 0.47
H -5.76 -3.07 1.14
*
```

LUMO = -1.077 eV
HOMO energy = -10.097 eV
Kohn-Sham gap = 9.02 eV

=====

Arrangement D

Formula: H18O9
Source: OMol25
Level of theory: ωB97M-V/def2-TZVPD

Geometry as ORCA input:
```
! wB97M-V def2-TZVPD RIJCOSX def2/J DEFGRID3
* xyz 0 1
O -0.44 -0.21 -0.82
H -0.30 -0.71 -0.01
H 0.39 0.26 -0.96
O -1.23 1.18 2.55
H -1.59 1.97 2.13
H -2.00 0.77 2.97
O -0.70 -3.93 1.50
H -0.86 -3.13 0.98
H 0.13 -3.74 1.96
O 0.57 -2.36 -2.95
H 0.45 -3.12 -3.53
H -0.33 -2.11 -2.70
O -0.75 1.53 -0.08
H -0.53 2.46 -0.21
H -1.24 1.29 -0.87
O -2.06 3.12 0.19
H -2.13 3.14 -0.77
H -2.84 2.63 0.47
O 4.56 -1.33 -0.08
H 4.57 -0.36 -0.07
H 5.47 -1.58 0.12
O 2.47 -1.51 3.43
H 1.55 -1.30 3.27
H 2.91 -1.31 2.60
O -1.82 2.57 -3.32
H -1.54 3.37 -2.85
H -2.70 2.40 -2.98
*
```

LUMO = -0.137 eV
SMILES string = O.O.O.O.O.O.O.O.O
HOMO energy = -8.434 eV
Kohn-Sham gap = 8.30 eV

=====

Unit: eV. Relative energies: arrangement A 3.473; arrangement B 0.000; arrangement C 5.715; arrangement D 3.771.